Record 1
69
Properties=species:S:1:pos:R:3:forces:R:3 method="wB97M-V/def2-TZVPD" multiplicity=5 homo_energy_ev="-1.263 / -1.163" lumo_energy_ev="3.791 / 3.790" orbital_gap_ha="0.186 / 0.182" total_charge=-2
Fe -0.8941 0.9763 -0.3576 4.01 -0.62 0.85
C 0.5642 0.7534 3.0493 -1.20 1.67 -2.53
O 1.4299 1.8272 3.2564 2.72 1.02 2.33
O 0.0287 1.1358 1.7994 -0.19 -2.57 2.32
C 1.2802 -0.6277 3.2430 -0.36 1.28 -5.94
F 0.4849 -1.5389 3.7236 -0.99 -1.29 1.45
F 1.5806 -1.0972 1.9347 0.33 0.18 2.04
F 2.3931 -0.5711 3.9329 0.94 -0.60 0.88
C 2.1005 2.0775 4.5544 -2.20 0.81 -0.78
C 3.5683 2.0602 4.3860 0.18 -1.00 -1.37
H 3.8465 2.7881 3.6238 0.31 0.42 0.48
H 4.1174 2.0665 5.3276 0.16 0.25 -0.16
H 3.6860 1.1255 3.8377 0.86 -0.13 0.35
H 1.7801 1.4623 5.3952 -0.20 -0.64 -0.23
H 1.7576 3.0744 4.8310 -0.10 0.32 0.05
H -0.0789 0.7533 3.9294 -1.25 -0.02 0.32
C -1.0391 -2.4380 -0.4541 2.06 1.69 -0.53
O 0.3541 -2.9980 -0.5718 -1.34 -0.30 -0.42
O -0.9383 -1.1614 -0.9523 -1.78 -2.30 0.55
C -2.1343 -3.5403 -1.0375 -0.45 3.99 -1.30
F -3.3962 -3.0165 -0.8996 -0.43 1.35 -0.23
F -2.0826 -3.8544 -2.3573 0.69 -0.30 0.40
F -2.2836 -4.6000 -0.3265 1.21 -3.03 1.33
C 0.6915 -4.2555 -0.0351 0.75 0.74 0.15
C 2.1322 -4.5964 -0.4384 0.24 -1.92 -0.28
H 2.1180 -5.6814 -0.5423 -0.27 -0.56 -0.68
H 2.4828 -4.2302 -1.4033 -0.28 0.39 0.23
H 2.9531 -4.6469 0.2769 -0.18 1.53 0.49
H 0.0615 -5.0827 -0.3623 -0.30 0.09 -0.30
H 0.6689 -4.2695 1.0546 -0.31 0.21 0.41
H -1.2699 -2.4518 0.6111 -0.27 -0.16 0.48
C -1.9259 3.4798 -0.9498 3.86 -1.62 2.78
O -1.9478 2.2244 -1.6162 -2.30 -0.40 -3.40
O -0.8906 3.1808 -0.0596 -1.71 0.98 -1.10
C -1.6330 4.6515 -1.9438 -0.32 -1.73 0.15
F -0.8796 4.2672 -2.9942 0.04 -0.01 0.14
F -2.7803 5.1058 -2.4074 -2.80 -0.12 -1.78
F -1.1460 5.7504 -1.4666 2.29 1.29 1.77
C -2.9583 2.0208 -2.6813 0.25 -1.18 0.89
C -2.9975 0.5294 -3.0273 -0.14 -0.35 -0.74
H -3.6918 0.2142 -3.8062 -0.53 1.01 -0.54
H -2.0733 0.1619 -3.4735 0.41 -0.01 0.83
H -3.4145 -0.1143 -2.2528 0.99 0.22 0.59
H -2.7116 2.6420 -3.5423 0.00 0.02 0.09
H -3.9255 2.2813 -2.2515 -0.10 0.38 -0.10
H -2.8573 3.5686 -0.3906 -0.69 0.78 -0.44
C 2.6458 0.9965 -1.1713 -5.10 -0.52 0.31
O 3.1125 -0.2689 -1.2635 5.65 -1.91 -1.61
O 1.2907 0.6947 -1.2130 -0.53 2.35 0.81
C 3.1668 1.7274 0.1049 -1.01 -0.17 -0.24
F 2.3593 2.7064 0.4612 -0.59 0.49 0.13
F 3.4100 0.9891 1.1927 -0.12 -0.63 -0.04
F 4.3393 2.3275 -0.1611 1.66 0.52 -0.57
C 4.2056 -0.4231 -2.2840 -2.21 -1.91 1.33
C 4.5657 -1.9253 -2.2006 -0.10 1.17 -0.36
H 3.6936 -2.5634 -2.3435 -0.07 0.26 0.00
H 5.2521 -2.0720 -3.0346 0.40 -0.56 0.16
H 4.9894 -2.1424 -1.2201 0.23 -0.10 -0.17
H 5.1136 0.1777 -2.2341 -0.12 0.38 0.67
H 3.7305 -0.2424 -3.2483 -0.03 0.23 -0.21
H 2.8959 1.5822 -2.0559 0.69 0.67 -0.14
Br -6.1705 0.2258 -1.7456 -0.18 -0.75 1.88
C -6.0422 -0.6151 0.1185 1.30 0.33 0.58
C -5.3715 0.2953 1.2251 -0.98 -0.52 -1.39
Br -3.4723 0.7148 0.8593 -1.29 -0.14 0.70
H -5.4305 -1.5156 0.0620 0.30 0.23 -0.74
H -7.0015 -1.0187 0.4423 -0.37 0.75 -0.26
H -5.4399 -0.2490 2.1670 0.37 -0.21 -0.10
H -5.9727 1.1918 1.3765 0.44 0.27 -0.26

---

Record 2
55
Properties=species:S:1:pos:R:3:forces:R:3 method="wB97M-V/def2-TZVPD" multiplicity=6 homo_energy_ev="-13.724 / -13.724" lumo_energy_ev="-6.491 / -6.486" orbital_gap_ha="0.266 / 0.266" total_charge=+2
Dy -0.0423 -0.3853 0.2671 -1.71 1.00 -1.37
P 0.1617 2.4449 0.3394 0.78 0.65 -0.44
C 1.5447 2.6367 -0.8565 1.63 -3.10 2.40
C 1.9351 1.4143 -1.6495 0.31 0.16 0.42
N 1.3088 0.2140 -1.5009 0.70 0.71 -1.67
C 1.7536 -0.8007 -2.2900 1.41 -0.56 0.53
C 2.9025 -0.7430 -3.0365 0.56 0.26 -0.35
C 3.5396 0.4874 -3.1726 0.25 -0.31 0.23
C 3.0425 1.5623 -2.4532 0.45 0.13 -0.37
C 1.1622 -2.1588 -2.1485 -0.13 0.47 0.39
P -0.6565 -1.9119 -1.9545 0.38 -2.04 -1.18
H 3.5638 2.5195 -2.3987 -0.16 -0.27 -0.41
H 3.3321 -1.7068 -3.3630 -0.31 0.91 -0.37
H 4.4468 0.5728 -3.7557 0.03 0.07 0.02
H 1.3199 -2.7649 -3.0554 0.02 0.25 0.41
H 1.6782 -2.6901 -1.3247 -0.49 0.09 -0.10
H 1.3737 3.4436 -1.4290 -0.81 2.43 -2.56
H 2.4239 3.0014 -0.2682 -0.43 -0.66 -0.56
H -2.4858 3.3993 -5.4954 2.44 -2.54 2.05
O -2.0627 2.5813 -4.9614 0.65 1.75 -0.25
H -1.0933 2.6653 -4.5943 -3.08 0.79 -1.74
H -3.6460 2.7923 -1.4589 2.10 -0.66 3.99
O -3.3449 2.2808 -0.4396 -5.58 -0.51 -8.04
H -4.3064 1.7418 -1.2486 3.24 0.86 3.92
C -1.0640 -1.7006 -3.7274 -0.36 0.66 -0.30
H -0.2688 -2.1458 -4.3529 -0.44 0.14 0.32
H -2.0175 -2.2202 -3.9203 0.35 0.26 0.04
H -1.1870 -0.6397 -4.0019 0.02 -0.42 0.03
C -0.9560 -3.6922 -1.7858 -0.83 -0.14 0.29
H -2.0049 -3.7758 -1.4873 0.12 -0.59 -0.13
H -0.7696 -4.1818 -2.7563 -0.15 0.10 0.46
H -0.3144 -4.1316 -1.0114 -0.28 0.09 -0.16
C 1.1645 2.9384 1.8086 0.14 -0.01 0.54
H 0.9299 4.0067 1.9560 0.33 -0.42 0.36
H 0.9705 2.3417 2.7344 0.00 0.67 -0.78
H 2.2420 2.8352 1.5167 -1.04 0.09 0.67
C -0.7806 3.8900 -0.3096 -0.96 -0.34 -0.13
H -1.8135 3.4531 -0.5545 1.44 1.37 0.63
H -0.7359 4.6639 0.5000 -0.57 -0.45 -0.99
H -0.2928 4.2446 -1.2689 -0.74 -0.24 1.37
O 1.4441 -0.7949 4.4551 -1.04 -0.56 -0.15
C 0.3611 -1.5542 4.7987 -0.15 1.27 0.01
C 0.0961 -1.8355 6.1464 -0.35 -0.35 -0.07
C -1.1583 -2.3914 6.4629 0.12 0.09 -0.21
C -2.2096 -2.5409 5.5310 -0.10 0.02 -0.75
C -1.9471 -2.2615 4.1962 -0.18 -0.84 1.10
C -0.6539 -1.8746 3.8249 0.25 0.63 0.50
C -0.5960 -1.3951 2.5105 0.21 1.27 -0.89
O -1.4277 -1.6213 1.5487 1.39 0.24 0.95
O 0.3951 -0.4615 2.2184 -0.38 -1.47 1.45
H 1.2093 -0.3743 3.5723 0.62 -0.73 1.13
H 0.8031 -1.5478 6.9502 -0.44 -0.38 -0.80
H -1.3632 -2.6865 7.4869 0.09 0.26 0.01
H -3.2298 -2.8426 5.8167 0.79 0.12 0.09
H -2.6764 -2.3001 3.3902 -0.09 -0.21 0.45

---

Record 3
86
Properties=species:S:1:pos:R:3:forces:R:3 method="wB97M-V/def2-TZVPD" multiplicity=2 homo_energy_ev="-13.805 / -13.805" lumo_energy_ev="-5.721 / -11.284" orbital_gap_ha="0.297 / 0.093" total_charge=+2
Na 3.4704 -2.6505 -3.5381 0.24 0.18 0.53
Na 4.5349 1.3681 0.8760 -0.53 -0.27 -0.30
Na 3.5900 1.5522 -3.2838 0.12 -0.38 0.37
Na 4.2911 -2.6366 0.5714 -0.57 0.33 0.00
C 7.8951 -0.8454 -1.8078 0.53 -0.04 -0.24
F 8.3611 -1.7071 -0.8840 -0.84 0.66 -0.65
F 8.3344 0.3976 -1.4822 -1.05 -1.27 -0.35
F 8.4052 -1.1834 -3.0021 -0.84 0.34 0.99
S 5.9045 -0.9207 -1.8583 -0.61 -0.48 -3.05
O 5.4745 -2.2829 -2.2839 1.10 1.16 1.02
O 5.4561 -0.5253 -0.5580 0.22 -0.18 2.62
O 5.4013 0.0629 -2.8251 0.85 0.07 -0.27
C -0.5061 -0.5147 -5.1807 0.47 -0.41 -1.33
F -1.0592 -0.0777 -6.3067 0.66 -0.49 0.64
F -1.0281 0.0775 -4.1678 -0.62 0.58 1.14
F -0.6118 -1.8372 -5.0553 0.34 0.87 -0.30
S 1.3516 -0.0015 -5.1301 0.76 -0.09 1.11
O 1.9076 -0.1023 -6.4970 -0.17 0.05 0.34
O 1.4945 1.3859 -4.6614 -0.49 -0.94 -0.83
O 2.0460 -0.8916 -4.1910 -0.76 0.23 -1.27
C 0.2181 -0.7994 -0.3735 0.35 -0.47 1.17
F -0.3396 -1.1193 -1.5585 0.52 -0.15 0.78
F -0.3709 0.3003 0.0760 0.67 -0.02 -0.41
F 0.0171 -1.7458 0.5702 0.21 0.42 -1.40
S 2.1370 -0.6185 -0.6420 1.74 2.42 0.20
O 2.6735 -1.8675 -1.1550 -0.70 -1.11 -0.37
O 2.2396 0.4733 -1.6315 -0.46 -0.99 0.58
O 2.8537 -0.2844 0.6165 -1.54 -0.24 -0.78
C -3.2717 0.4028 -2.2438 1.22 1.75 -0.78
C -3.4892 -1.0472 -2.5212 0.48 0.31 -1.21
O -4.1354 -1.4652 -1.3594 -1.16 -1.69 0.47
C -4.0530 -0.5613 -0.3859 -0.35 0.33 3.62
O -4.4095 -0.6778 0.7942 0.98 0.14 -3.97
O -3.4112 0.5228 -0.8723 -0.53 0.03 1.93
H -3.9317 1.1392 -2.7023 -0.20 -0.32 -0.34
H -2.2399 0.7008 -2.4299 -0.13 0.12 -0.35
H -2.5327 -1.5506 -2.6619 -0.03 -0.34 0.36
H -4.0423 -1.1952 -3.4487 -0.53 -0.28 0.39
C 0.1814 -4.6946 2.7809 -1.05 -0.74 -0.30
O 0.7883 -3.8683 3.7217 2.23 2.70 1.08
C 1.6851 -2.8945 3.3832 -1.78 -1.20 2.21
O 2.2233 -2.7821 2.3326 1.42 0.14 -2.34
O 1.8550 -2.1034 4.4409 0.58 0.44 0.26
C 2.7556 -0.9402 4.4096 -0.38 -0.62 -0.04
H -0.3311 -4.1176 2.0112 0.22 -0.15 -0.10
H -0.5832 -5.1558 3.4061 0.03 -0.27 -0.55
H 0.8206 -5.4793 2.3761 0.25 0.24 -0.05
H 3.0505 -0.7263 5.4370 -0.55 -0.15 0.03
H 2.2173 -0.0982 3.9746 0.06 -0.08 0.02
H 3.7054 -1.0996 3.8991 -0.26 -0.44 -0.43
C 0.2973 2.7414 -2.0987 0.81 -0.97 -0.56
O 0.2617 3.6537 -1.0392 -2.09 0.08 -1.78
C 1.0997 3.6826 -0.0654 0.70 -0.75 0.91
O 1.9771 2.8452 0.1453 -0.22 1.23 0.08
O 0.7432 4.7609 0.6172 0.11 -0.10 0.11
C 1.6892 5.2772 1.5040 1.77 0.71 0.59
H 0.0784 1.7034 -1.8483 -0.24 0.22 0.53
H 1.3172 2.6888 -2.4796 0.01 0.24 -0.22
H -0.3884 3.0435 -2.8902 0.07 0.43 0.33
H 1.7307 4.7359 2.4492 -0.04 -0.01 -0.10
H 1.5824 6.3469 1.6843 -1.06 -0.19 0.03
H 2.6574 5.2936 1.0036 0.32 -0.56 0.18
C -4.4381 7.1033 -0.0976 0.95 1.21 -0.21
O -3.4219 6.3069 0.5735 -0.69 -1.14 -0.97
C -3.3421 5.0323 0.1264 -1.84 -1.34 -1.08
O -3.9635 4.5263 -0.8433 2.28 1.64 2.90
O -2.5613 4.3554 1.0073 0.19 1.07 -0.66
C -2.4103 2.9643 0.8100 -1.10 -0.78 0.61
H -5.4698 6.8909 0.1827 0.29 -0.54 -0.05
H -4.2581 7.1390 -1.1720 -0.33 -0.66 0.00
H -4.2149 8.1292 0.1951 -0.05 -0.11 0.43
H -1.7249 2.5174 1.5302 1.00 0.79 -0.34
H -2.2288 2.7075 -0.2336 -0.03 -0.05 0.28
H -3.2964 2.4835 1.2246 -0.62 -0.10 -0.89
C -2.3437 -2.2153 2.6784 -1.18 -0.95 -0.28
O -3.1888 -3.0705 3.5291 1.07 -0.92 -0.50
C -3.2154 -4.4246 3.2989 -0.72 0.21 -2.11
O -2.6947 -5.0332 2.3482 -0.83 1.50 2.57
O -4.1041 -4.9359 4.1725 0.78 0.68 -0.96
C -4.1223 -6.3488 4.2981 -0.31 -0.88 0.57
H -1.3647 -2.0376 3.1235 -0.22 0.01 0.24
H -2.9405 -1.3229 2.4902 0.28 0.08 0.49
H -2.2370 -2.6713 1.6941 0.14 -0.29 0.10
H -3.1871 -6.6064 4.7951 -0.24 -0.54 0.01
H -4.3073 -6.9716 3.4229 0.60 0.71 -0.66
H -5.0038 -6.6052 4.8858 0.33 0.39 0.57

---

Record 4
48
Properties=species:S:1:pos:R:3:forces:R:3 method="wB97M-V/def2-TZVPD" multiplicity=5 homo_energy_ev="0.401 / -6.193" lumo_energy_ev="2.781 / 1.290" orbital_gap_ha="0.087 / 0.275" total_charge=-1
C -3.4021 0.7802 2.0307 -0.21 -0.07 0.14
C -2.0392 0.9802 1.3849 0.00 0.53 0.19
C -0.9667 0.0053 1.8565 0.07 -0.16 -1.13
N -0.0166 -0.2833 0.6860 0.43 1.13 2.27
C 1.3870 -0.5991 1.1707 -0.22 -0.08 -0.56
C 2.1602 0.7145 1.2551 -0.51 -0.15 -0.30
C 3.5057 0.6728 1.9481 -0.27 0.00 -0.03
H -3.9833 1.7100 1.9853 0.11 -0.17 0.07
H -3.9738 0.0149 1.4943 0.10 -0.01 0.20
H -3.3119 0.4693 3.0772 -0.10 0.11 -0.09
H -2.1903 0.9406 0.2980 0.33 -0.08 0.12
H -1.6584 1.9852 1.6005 -0.10 -0.03 -0.22
H -0.3777 0.3946 2.6979 -0.19 -0.08 -0.32
H -1.4117 -0.9590 2.1350 0.30 0.06 -0.03
H -0.0050 0.5067 0.0089 -0.02 0.10 0.41
H 1.3127 -1.1278 2.1332 -0.13 0.13 -0.33
H 1.8198 -1.2866 0.4333 0.01 0.07 0.19
H 2.2956 1.0802 0.2273 -0.09 0.08 0.16
H 1.5006 1.4349 1.7483 0.12 0.19 -0.03
H 3.8959 1.6955 1.9167 0.19 -0.21 0.16
H 3.3839 0.3577 2.9899 0.24 0.01 -0.11
H 4.1968 0.0076 1.4237 0.01 0.05 0.17
C -0.7806 -2.4129 -0.1714 -1.02 -1.65 0.66
C -0.0371 -2.3981 -1.3606 0.71 -0.49 -2.50
C 0.3556 -1.4739 -2.3711 1.43 0.34 -1.27
C 0.5332 -2.0264 -3.7365 1.34 0.17 0.90
C 1.1273 -1.0410 -4.5825 0.70 0.29 0.76
C 1.2612 0.1913 -3.8187 0.69 -0.95 0.65
C 0.7817 -0.0463 -2.4731 0.53 -1.50 0.00
Fe -0.6019 -0.4467 -3.8134 -0.21 0.08 0.10
C -2.3798 -0.0272 -3.0364 -0.58 0.29 -1.45
C -2.4351 -1.1727 -3.9403 -0.67 1.14 -0.37
C -1.9370 -0.7475 -5.2380 -1.00 0.78 0.46
C -1.5731 0.6571 -5.1459 -1.27 -0.14 0.55
C -1.8424 1.1056 -3.7864 -1.19 -0.64 -0.57
H -1.8731 -2.5160 -0.2408 -0.02 0.03 0.08
H -0.3238 -3.0469 0.6030 -0.20 0.26 0.44
H -0.4918 -1.1601 0.1884 0.28 0.73 0.46
H 0.0709 -3.4158 -1.7593 -0.17 -0.01 0.08
H 0.3454 -3.0750 -3.9630 -0.13 0.44 -0.11
H 1.4681 -1.1904 -5.6092 -0.42 0.16 0.35
H 1.7159 1.1191 -4.1706 -0.44 -0.31 0.11
H 0.8042 0.6484 -1.6306 -0.07 0.14 -0.66
H -2.7745 0.0066 -2.0165 0.51 -0.10 -0.40
H -2.8454 -2.1550 -3.6961 0.44 0.36 -0.01
H -1.9158 -1.3515 -6.1463 0.25 0.15 0.45
H -1.2497 1.2912 -5.9729 0.16 -0.34 0.43
H -1.7552 2.1328 -3.4199 0.28 -0.63 -0.05